Entry 1:
The following is a quantum chemistry calculation of a structure of composition C29H50BrHgN8OPSSi, from OMol25.

Element x y z (Å)
1 Hg 0.4702 -2.5874 1.7186
2 N 4.1632 -0.7654 -0.3123
3 C 2.9121 -1.2768 -0.3035
4 O 2.5505 -2.0032 0.6533
5 C 2.0589 -0.9710 -1.4139
6 C 0.7440 -1.4341 -1.3845
7 N -0.3413 -1.8510 -1.3726
8 C 2.5214 -0.2095 -2.5115
9 N 2.9415 0.3865 -3.4061
10 H 4.7304 -0.8929 0.5063
11 H 4.4680 -0.1340 -1.0334
12 C 1.4189 4.9046 -0.9745
13 C 1.1836 3.4127 -0.6827
14 C 2.5557 2.7333 -0.5234
15 C 0.5201 2.7801 -1.9155
16 Si 0.0861 3.1866 0.8692
17 Br 0.3017 0.9642 1.4122
18 C 0.6854 4.1300 2.4213
19 C 2.2190 4.0940 2.5131
20 C 0.1582 3.5165 3.7277
21 C 0.2442 5.6026 2.3533
22 C -1.7984 3.4100 0.5212
23 C -2.3672 2.2507 -0.3136
24 C -2.0620 4.7248 -0.2311
25 C -2.6073 3.4254 1.8252
26 H 1.9893 4.9963 -1.9036
27 H 1.9995 5.3897 -0.1901
28 H 0.4920 5.4656 -1.1055
29 H 3.0957 2.8332 -1.4693
30 H 2.4568 1.6684 -0.3099
31 H 3.1635 3.1828 0.2587
32 H 1.2163 2.8211 -2.7566
33 H -0.3879 3.3051 -2.2143
34 H 0.2842 1.7250 -1.7538
35 H 2.6057 3.0729 2.5107
36 H 2.5238 4.5607 3.4544
37 H 2.6979 4.6491 1.7077
38 H 0.5067 2.4918 3.8584
39 H -0.9271 3.5172 3.7997
40 H 0.5409 4.1065 4.5659
41 H 0.5809 6.1000 1.4423
42 H 0.6802 6.1425 3.1992
43 H -0.8377 5.7185 2.4222
44 H -1.8915 2.1267 -1.2842
45 H -3.4379 2.4409 -0.4757
46 H -2.2348 1.3233 0.2455
47 H -1.6377 4.7167 -1.2350
48 H -1.6645 5.5927 0.2954
49 H -3.1421 4.8729 -0.3331
50 H -2.4377 2.5237 2.4192
51 H -3.6743 3.4747 1.5807
52 H -2.3838 4.2891 2.4487
53 N 1.4306 -4.4249 -1.3775
54 C 1.5171 -4.9623 -0.1729
55 S 0.1293 -5.0237 0.8718
56 N 2.6648 -5.4905 0.2343
57 C 3.8792 -5.4425 -0.5300
58 C 4.0463 -6.3067 -1.6036
59 C 5.2121 -6.2392 -2.3516
60 C 6.1987 -5.3215 -2.0166
61 C 6.0217 -4.4649 -0.9395
62 C 4.8537 -4.5155 -0.1932
63 H 0.5975 -3.9070 -1.6162
64 H 2.2539 -4.3110 -1.9513
65 H 2.6752 -5.8559 1.1741
66 H 3.2681 -7.0214 -1.8408
67 H 5.3534 -6.9083 -3.1893
68 H 7.1096 -5.2740 -2.5980
69 H 6.7928 -3.7506 -0.6842
70 H 4.6822 -3.8405 0.6353
71 C -5.2386 -0.8156 0.0933
72 N -3.7967 -0.7614 -0.3957
73 C -3.6705 -1.6519 -1.6396
74 N -4.1123 -2.9724 -1.3566
75 C -5.4847 -2.9629 -0.8636
76 N -5.6407 -2.1579 0.3472
77 C -4.9404 -2.7523 1.4956
78 P -3.1033 -2.9317 1.2483
79 C -2.8418 -1.1815 0.6843
80 C -3.1991 -3.6787 -0.4515
81 H -5.8486 -0.3761 -0.6970
82 H -5.2969 -0.2032 0.9931
83 H -3.5680 0.2002 -0.6596
84 H -2.6221 -1.6319 -1.9308
85 H -4.2997 -1.1869 -2.4000
86 H -5.7964 -3.9842 -0.6519
87 H -6.1341 -2.5533 -1.6398
88 H -5.3702 -3.7362 1.6906
89 H -5.1286 -2.1450 2.3836
90 H -1.8327 -1.0562 0.2915
91 H -2.9741 -0.4989 1.5253
92 H -3.5237 -4.7167 -0.3590
93 H -2.1962 -3.6884 -0.8789

## Properties
charge: +1
max |F|: 0.24 eV/Å
orbital gap (spin up / spin down): 7.98 / 6.16 eV
energy relative to the best compared isomer or geometry (same formula, charge and spin): 0.0 kcal/mol
multiplicity: 2

---

Entry 2:
The following is a quantum chemistry calculation of a structure of composition C29H50BrNOP2Pt in a non-equilibrium geometry, from OMol25.

Element x y z (Å)
1 N -5.8493 -1.9163 4.5577
2 C -4.7697 -1.2234 4.9130
3 C -4.3141 -0.1320 4.1690
4 C -4.9754 0.1990 2.9652
5 C -6.1194 -0.5558 2.6059
6 C -6.5241 -1.5959 3.4471
7 C -4.3802 1.1760 2.1041
8 Pt -0.1010 0.8497 -2.4931
9 P 2.9688 0.3324 -2.3445
10 C -4.8029 1.4184 0.8309
11 C -3.9129 1.9735 -0.1251
12 C -4.1537 1.6937 -1.5129
13 C -3.0493 1.5158 -2.3308
14 C -1.7791 1.6797 -1.7300
15 C -1.5657 2.3325 -0.5069
16 C -2.6645 2.5269 0.3118
17 Br 1.1180 1.9915 -4.3186
18 H -3.4842 1.6672 2.4803
19 H -5.7679 1.0682 0.4602
20 H -3.4227 0.4219 4.4851
21 H -6.6594 -0.3799 1.6723
22 H -4.2378 -1.5255 5.8257
23 H -7.4155 -2.1832 3.2126
24 H -5.1676 1.5324 -1.8641
25 H -2.5297 3.0012 1.2797
26 H -3.1174 1.1807 -3.3613
27 H -0.5419 2.5780 -0.2090
28 P -0.5098 -1.0301 -1.3686
29 C 3.4087 1.9622 -1.5727
30 C 4.2497 2.9566 -2.3565
31 H 3.8841 1.7296 -0.6050
32 H 2.4338 2.4205 -1.3439
33 H 4.3135 3.8871 -1.7785
34 H 5.2744 2.6121 -2.5099
35 H 3.8003 3.2045 -3.3233
36 C 3.8114 0.0991 -3.9885
37 C 5.3157 0.2893 -4.1246
38 H 3.2653 0.7687 -4.6725
39 H 3.5384 -0.9243 -4.2982
40 H 5.5644 0.4350 -5.1850
41 H 5.6750 1.1709 -3.5861
42 H 5.8886 -0.5822 -3.7880
43 C 3.9077 -0.8626 -1.2789
44 C 5.3774 -0.5923 -0.9724
45 H 3.7968 -1.8400 -1.7804
46 H 3.3553 -0.9343 -0.3288
47 H 5.7350 -1.3887 -0.3079
48 H 6.0030 -0.6055 -1.8671
49 H 5.5252 0.3634 -0.4591
50 C 0.7015 -1.6432 -0.1359
51 C 1.2508 -3.0452 -0.3988
52 H 0.1789 -1.6161 0.8289
53 H 1.4865 -0.8692 -0.0697
54 H 0.4341 -3.7927 -0.4181
55 H 1.8154 -3.0909 -1.3465
56 H 1.9352 -3.3161 0.4261
57 C -0.5730 -2.2318 -2.7541
58 C -1.4865 -1.7528 -3.8781
59 H -0.9014 -3.1928 -2.3322
60 H 0.4629 -2.3544 -3.1082
61 H -1.4526 -2.4957 -4.6899
62 H -2.5333 -1.6595 -3.5395
63 H -1.1456 -0.7742 -4.2712
64 C -2.1415 -1.2053 -0.4986
65 C -2.2362 -1.8688 0.8892
66 H -2.7828 -1.7431 -1.2182
67 H -2.5311 -0.1756 -0.4394
68 H -3.2997 -1.8815 1.1807
69 H -1.8663 -2.9088 0.8732
70 H -1.6967 -1.2900 1.6588
71 C 3.0065 -0.1052 3.1742
72 C 1.5684 -0.5892 3.2323
73 O 0.6607 0.1196 2.3819
74 C 0.4534 1.5014 2.6860
75 C 0.1873 1.8069 4.1454
76 H 3.4116 -0.1606 2.1556
77 H 3.6197 -0.7482 3.8132
78 H 3.1054 0.9230 3.5415
79 H 1.5049 -1.6258 2.8800
80 H 1.2031 -0.5392 4.2701
81 H 1.3254 2.0744 2.3278
82 H -0.4095 1.7837 2.0682
83 H 1.0804 1.6563 4.7591
84 H -0.1046 2.8546 4.2366
85 H -0.6267 1.1905 4.5412

## Properties
charge: +4
max |F|: 4.18 eV/Å
orbital gap (spin up / spin down): 6.81 / 3.52 eV
multiplicity: 5

---

Entry 3:
The following is a quantum chemistry calculation of a structure of composition C29H51FGaN7O6P2Si in a non-equilibrium geometry, from OMol25.

Element x y z (Å)
1 Ga 0.8370 0.5447 -1.9591
2 C -6.4737 -0.8876 -0.8421
3 C -5.5017 -2.0516 -0.7437
4 N -4.1031 -1.6032 -0.6311
5 C -3.3930 -1.4406 -1.7556
6 C -2.0948 -1.0150 -1.8044
7 C -1.4592 -0.8830 -3.1640
8 O -2.0107 -1.3680 -4.1267
9 O -0.3124 -0.2745 -3.2129
10 C -1.3989 -0.7818 -0.5910
11 O -0.1810 -0.4814 -0.4959
12 C -2.1969 -0.8573 0.6280
13 C -1.6212 -0.4860 1.8479
14 C -2.3683 -0.5271 2.9874
15 F -1.7920 -0.2071 4.1640
16 C -3.7211 -0.9070 2.9795
17 C -4.2880 -1.2716 1.7750
18 C -3.5390 -1.2637 0.5892
19 N -4.5301 -0.9225 4.1471
20 C -4.8943 -2.2288 4.6704
21 C -6.1697 -2.1179 5.4862
22 N -5.9551 -1.1098 6.5831
23 C -5.5327 0.2242 6.0247
24 C -4.2652 0.0291 5.2125
25 H -7.4934 -1.2617 -0.9261
26 H -6.2611 -0.2857 -1.7255
27 H -6.4144 -0.2381 0.0319
28 H -5.5576 -2.6793 -1.6306
29 H -5.7206 -2.6975 0.1047
30 H -3.8895 -1.6815 -2.6882
31 H -0.5840 -0.1804 1.8729
32 H -5.3399 -1.5175 1.7670
33 H -4.0919 -2.6518 5.2978
34 H -5.0654 -2.9274 3.8542
35 H -6.4483 -3.0643 5.9449
36 H -6.9915 -1.7434 4.8787
37 H -5.2220 -1.4519 7.2099
38 H -6.8001 -1.0104 7.1473
39 H -5.3826 0.9053 6.8598
40 H -6.3523 0.5760 5.4012
41 H -3.4509 -0.2926 5.8770
42 H -3.9785 0.9909 4.7919
43 C 3.2629 -3.2463 -2.5634
44 N 2.8212 -2.2826 -3.5654
45 C 1.5263 -2.6380 -4.1627
46 P 3.2317 -0.6996 -3.6024
47 O 2.1164 0.2934 -3.3830
48 O 4.3773 -0.5383 -2.4628
49 P 4.0174 -0.2316 -0.8817
50 O 2.5363 -0.2355 -0.6838
51 N 4.7666 -1.4476 -0.0976
52 C 6.0041 -2.0952 -0.5235
53 C 4.5391 -1.4964 1.3505
54 N 4.7326 1.1882 -0.5264
55 C 4.0546 2.4537 -0.8187
56 C 6.1859 1.2799 -0.6876
57 N 3.8706 -0.3981 -5.0560
58 C 4.9463 -1.2505 -5.5642
59 C 3.8369 0.9437 -5.6437
60 H 3.2389 -4.2368 -3.0179
61 H 2.6162 -3.2450 -1.6812
62 H 4.2811 -3.0428 -2.2561
63 H 1.5844 -3.6651 -4.5230
64 H 1.2891 -1.9847 -4.9993
65 H 0.7246 -2.5670 -3.4303
66 H 6.1653 -1.9625 -1.5900
67 H 5.9364 -3.1635 -0.3091
68 H 6.8681 -1.6992 0.0156
69 H 3.5736 -1.0545 1.5923
70 H 5.3233 -0.9641 1.8954
71 H 4.5304 -2.5382 1.6719
72 H 3.0047 2.3912 -0.5588
73 H 4.1547 2.7292 -1.8744
74 H 4.5168 3.2349 -0.2155
75 H 6.6742 0.3611 -0.3766
76 H 6.5539 2.0870 -0.0561
77 H 6.4599 1.4937 -1.7248
78 H 4.8797 -2.2430 -5.1240
79 H 5.9268 -0.8217 -5.3435
80 H 4.8413 -1.3473 -6.6444
81 H 2.9976 1.5048 -5.2455
82 H 3.7101 0.8458 -6.7214
83 H 4.7665 1.4841 -5.4483
84 C -1.2561 5.7183 -0.0245
85 Si 0.0635 4.6505 0.7434
86 C -0.4784 3.9877 2.4079
87 C 1.6923 5.5490 0.8773
88 C 0.3194 3.1808 -0.3562
89 C 0.5009 2.2144 -1.0676
90 H -1.3535 6.6643 0.5124
91 H -2.2270 5.2202 -0.0074
92 H -1.0153 5.9457 -1.0640
93 H -0.6202 4.7995 3.1247
94 H 0.2686 3.3051 2.8182
95 H -1.4239 3.4477 2.3194
96 H 1.5928 6.4412 1.4986
97 H 2.0428 5.8656 -0.1064
98 H 2.4599 4.9131 1.3243

## Properties
charge: +2
max |F|: 1.03 eV/Å
orbital gap: 8.42 eV
multiplicity: 1

---

Entry 4:
The following is a quantum chemistry calculation of a cluster of 5 separate species, C29H51FO6 in total in a non-equilibrium geometry, from OMol25.

Element x y z (Å)
1 O 6.8963 0.6510 -1.3481
2 C 6.1356 -0.2268 -2.0323
3 C 6.9442 -1.5782 -2.5849
4 C 6.2632 -2.6931 -3.3402
5 C 4.6411 -2.5365 -3.5846
6 O 3.9555 -3.5733 -4.1320
7 C 3.7531 -1.1925 -3.1559
8 C 2.1527 -1.1813 -3.5799
9 C 1.2884 0.1569 -3.0868
10 C -0.3160 0.1446 -3.4639
11 C -1.3029 0.5240 -2.1869
12 C -1.1571 -0.5176 -0.9118
13 F -0.6543 -1.8728 -1.3033
14 C 2.0306 1.3905 -2.2373
15 C 3.6555 1.3118 -1.8557
16 C 4.5209 0.0005 -2.3274
17 H 8.0948 -1.7066 -2.3854
18 H 6.8844 -3.6431 -3.6931
19 H 1.6408 -2.0572 -4.1919
20 H -0.6030 -0.9676 -3.7621
21 H -0.6000 0.8178 -4.3869
22 H -2.4121 0.4243 -2.6143
23 H -1.1148 1.6193 -1.7948
24 H -2.2711 -0.7003 -0.5236
25 H -0.5669 -0.0652 -0.0083
26 H 1.3791 2.3298 -1.8991
27 H 4.1778 2.1741 -1.2615
28 C -5.8087 -2.9123 -4.1530
29 C -5.0426 -1.6143 -4.3518
30 O -3.7032 -1.6656 -3.8663
31 C -2.8511 -2.6434 -4.4580
32 C -2.6798 -2.4681 -5.9574
33 H -5.8295 -3.1859 -3.0910
34 H -6.8385 -2.8063 -4.5101
35 H -5.3516 -3.7426 -4.6947
36 H -5.5483 -0.8198 -3.7939
37 H -5.0526 -1.3073 -5.4017
38 H -3.2071 -3.6501 -4.2155
39 H -1.8715 -2.5393 -3.9765
40 H -3.6269 -2.5695 -6.4923
41 H -1.9889 -3.2195 -6.3520
42 H -2.2815 -1.4729 -6.1831
43 C 9.8602 0.8023 -0.4427
44 C 11.1547 0.4560 -1.1607
45 O 11.1233 0.7418 -2.5570
46 C 10.8999 2.1019 -2.9212
47 C 11.9580 3.0524 -2.3869
48 H 9.0168 0.2649 -0.8931
49 H 9.9264 0.5307 0.6161
50 H 9.6350 1.8691 -0.4999
51 H 11.3318 -0.6199 -1.0646
52 H 12.0101 0.9516 -0.6926
53 H 9.8963 2.4144 -2.6146
54 H 10.9125 2.1400 -4.0170
55 H 11.9862 3.0616 -1.2949
56 H 11.7589 4.0733 -2.7266
57 H 12.9521 2.7540 -2.7373
58 C -3.3031 2.2076 3.4545
59 C -4.2354 1.7921 2.3279
60 O -4.0152 0.4597 1.8711
61 C -4.1830 -0.5772 2.8351
62 C -5.5807 -0.6306 3.4284
63 H -2.2565 2.1116 3.1407
64 H -3.4911 3.2475 3.7417
65 H -3.4353 1.5871 4.3430
66 H -4.0638 2.4502 1.4702
67 H -5.2830 1.9256 2.6133
68 H -3.4236 -0.4896 3.6190
69 H -3.9831 -1.5229 2.3174
70 H -5.8329 0.2868 3.9651
71 H -5.6641 -1.4650 4.1313
72 H -6.3271 -0.7626 2.6375
73 C -5.7031 2.4576 8.3045
74 C -6.6354 2.0421 7.1779
75 O -6.4152 0.7097 6.7211
76 C -6.5830 -0.3272 7.6851
77 C -7.9807 -0.3806 8.2784
78 H -4.6565 2.3616 7.9907
79 H -5.8911 3.4975 8.5917
80 H -5.8353 1.8371 9.1930
81 H -6.4638 2.7002 6.3202
82 H -7.6830 2.1756 7.4633
83 H -5.8236 -0.2396 8.4690
84 H -6.3831 -1.2729 7.1674
85 H -8.2329 0.5368 8.8151
86 H -8.0641 -1.2150 8.9813
87 H -8.7271 -0.5126 7.4875

## Properties
charge: 0
max |F|: 8.24 eV/Å
orbital gap: 7.22 eV
SMILES string: O=C1C=CC(=O)c2cc(CCCF)ccc21.CCOCC.CCOCC.CCOCC.CCOCC
energy relative to the best compared isomer or geometry (same formula, charge and spin): 272.8 kcal/mol
multiplicity: 1

---

Entry 5:
The following is a quantum chemistry calculation of a structure of composition C29H52CaF4N2O32S4 in a non-equilibrium geometry, from OMol25.

Element x y z (Å)
1 Ca -0.9575 1.7919 1.5010
2 N 5.4188 3.0744 -4.0015
3 S 6.7658 2.3769 -4.0044
4 O 7.0823 1.9080 -5.3686
5 O 7.2148 1.6581 -2.7952
6 F 7.8186 3.6040 -4.0765
7 S 4.6396 1.6213 -3.5293
8 O 3.9993 1.6075 -2.2294
9 O 5.0751 0.3432 -4.1277
10 F 3.3246 1.9742 -4.4101
11 N 0.0101 0.2818 0.2409
12 S -0.7229 -1.1540 -0.3521
13 O -0.1064 -2.4485 -0.2603
14 O -1.6525 -0.9480 -1.4513
15 F -1.7763 -1.3990 0.8625
16 S 1.2946 0.0791 -0.5623
17 O 1.2690 -0.1520 -1.9771
18 O 2.2442 -0.7250 0.2557
19 F 1.8575 1.5771 -0.4875
20 C 1.5282 -4.8025 0.5369
21 C 0.5063 -5.5426 1.3592
22 O -0.2429 -6.2413 0.4463
23 C 0.2471 -6.1709 -0.8114
24 O -0.1344 -6.8406 -1.8519
25 O 1.3355 -5.4149 -0.7628
26 H 2.5394 -5.0051 0.8898
27 H 1.2917 -3.7618 0.7586
28 H 0.0203 -4.9831 2.1585
29 H 0.8887 -6.4306 1.8626
30 C -4.7871 -2.9985 -0.5733
31 C -4.8751 -1.5127 -0.2660
32 O -6.0505 -1.4088 0.5724
33 C -6.8431 -2.3875 0.2048
34 O -8.0359 -2.4400 0.3713
35 O -6.1229 -3.3909 -0.4477
36 H -3.9870 -3.5064 -0.0350
37 H -4.6288 -3.1702 -1.6380
38 H -4.9188 -0.8966 -1.1641
39 H -3.9718 -1.3834 0.3302
40 C -6.4800 2.1203 -2.4321
41 C -5.4401 2.9241 -1.5406
42 C -5.8871 3.0592 -0.0608
43 O -4.7760 2.5564 0.7259
44 C -3.9582 1.8424 -0.0616
45 O -2.9496 1.2577 0.3531
46 O -4.4112 1.9176 -1.3216
47 H -5.9070 2.1031 -3.3592
48 H -7.3994 2.7057 -2.4158
49 H -6.6773 1.0944 -2.1209
50 H -5.0493 3.8525 -1.9571
51 H -6.7864 2.4843 0.1600
52 H -6.0609 4.1333 0.0033
53 C -2.5041 5.5524 -0.5541
54 O -1.7574 4.9702 -1.5773
55 C -0.9393 3.9696 -1.4609
56 O -0.8385 3.3337 -0.4019
57 O -0.5566 3.6540 -2.7761
58 C 0.2529 2.4586 -3.0620
59 H -2.4864 6.6394 -0.4751
60 H -2.2457 5.1159 0.4107
61 H -3.5710 5.3838 -0.7004
62 H -0.2153 1.5162 -2.7779
63 H 1.2829 2.5243 -2.7114
64 H 0.2885 2.4260 -4.1509
65 C 1.6993 1.7351 6.8338
66 C 1.1496 1.2294 5.4576
67 O 2.1763 1.5793 4.5630
68 C 2.0018 1.9939 3.3549
69 O 0.9988 2.1982 2.6750
70 O 3.1766 2.3012 2.9932
71 C 3.3576 3.0211 1.8363
72 H 2.6136 1.2186 7.1259
73 H 0.9068 1.7391 7.5821
74 H 1.8467 2.8139 6.7836
75 H 0.1884 1.6107 5.1129
76 H 1.1080 0.1446 5.3598
77 H 3.8075 2.5072 0.9868
78 H 4.1826 3.7334 1.8447
79 H 2.4688 3.5344 1.4694
80 C -3.4471 -0.1417 7.0126
81 C -2.9714 -0.0172 5.6041
82 O -1.9013 -0.8429 5.3449
83 C -1.1916 -0.8197 4.0978
84 O -1.2061 0.1399 3.2706
85 O -0.3843 -1.8539 4.1657
86 C 0.6076 -1.9803 3.1599
87 H -2.9577 0.5823 7.6640
88 H -3.2302 -1.1055 7.4733
89 H -4.5238 0.0258 7.0402
90 H -2.8283 1.0335 5.3519
91 H -3.7046 -0.5464 4.9954
92 H 0.8981 -3.0295 3.1058
93 H 1.4360 -1.3188 3.4135
94 H 0.1790 -1.6433 2.2160
95 C 4.7412 -2.3687 -0.8754
96 C 6.2233 -2.4802 -0.5656
97 O 6.5805 -1.3218 0.1821
98 C 6.6827 -1.4184 1.5205
99 O 6.5866 -2.4307 2.2390
100 O 6.8573 -0.2023 2.0489
101 C 6.5943 0.9066 1.3379
102 H 4.2581 -2.3403 0.1013
103 H 4.2354 -3.1974 -1.3707
104 H 4.5167 -1.4689 -1.4482
105 H 6.8039 -2.6002 -1.4803
106 H 6.3865 -3.4342 -0.0641
107 H 7.0060 0.9821 0.3314
108 H 6.9334 1.6987 2.0054
109 H 5.5235 0.9893 1.1517
110 C -3.8120 -0.7598 -4.1306
111 C -2.2862 -0.9299 -4.3941
112 O -1.9370 -0.9908 -5.7304
113 C -0.6512 -1.2342 -6.1185
114 O -0.3006 -1.0391 -7.2367
115 O 0.0931 -1.7011 -5.0688
116 C 1.5325 -1.7532 -5.1520
117 H -4.0447 -0.1289 -3.2728
118 H -4.4801 -1.5963 -4.3359
119 H -4.2491 -0.1344 -4.9091
120 H -1.8046 -1.6631 -3.7471
121 H -1.7225 -0.0677 -4.0378
122 H 2.0045 -0.8352 -5.5020
123 H 1.7039 -2.4837 -5.9426
124 H 2.0826 -2.2160 -4.3326

## Properties
charge: 0
max |F|: 9.83 eV/Å
orbital gap: 6.42 eV
multiplicity: 1

---

Which value of max |F| does entry 5 give? 9.83 eV/Å

---

Which of these has the highest multiplicity? C29H50BrNOP2Pt

---

Which value of max |F| does entry 1 give? 0.24 eV/Å